Below is a molecular structure, C24H25N2O6Se2Ti, with properties calculated with ωB97M-V with the def2-TZVPD basis set.

The geometry in XYZ format:
```
60
Properties=species:S:1:pos:R:3:forces:R:3
Ti 0.445 0.035 -0.303 -0.198 -0.102 0.281
O 0.996 -3.348 -2.669 -0.028 -0.060 0.007
C 0.842 -2.091 -2.193 0.064 0.105 -0.170
O 1.064 -1.854 -0.969 0.043 0.013 -0.025
C 0.490 -1.027 -3.015 0.144 0.010 0.043
C 0.384 -0.984 -4.409 -0.050 0.110 0.034
C 0.316 0.226 -5.055 -0.017 -0.121 -0.158
C 0.450 1.417 -4.289 -0.054 0.091 0.065
C 0.497 1.350 -2.930 0.059 -0.202 -0.199
N 0.403 0.154 -2.251 0.058 -0.019 0.123
C 0.814 2.424 -2.005 0.228 0.209 -0.033
O 1.001 3.686 -2.413 -0.131 0.000 -0.029
O 1.014 2.157 -0.824 -0.093 -0.151 0.097
H 1.154 -3.900 -1.892 0.003 0.005 -0.001
H 0.393 -1.918 -4.956 0.002 0.012 -0.024
H 0.247 0.276 -6.133 0.003 0.014 0.009
H 0.542 2.367 -4.804 0.001 0.004 0.010
H 0.779 3.752 -3.349 -0.019 -0.009 0.006
N 0.366 0.898 1.834 -0.040 -0.036 -0.185
C 1.128 0.347 2.910 -0.050 0.027 -0.109
C 0.482 0.009 4.091 0.018 -0.034 0.024
C 1.184 -0.559 5.142 -0.024 0.007 -0.007
C 2.545 -0.784 5.009 0.010 0.004 -0.013
C 3.183 -0.450 3.823 -0.004 -0.008 0.013
C 2.496 0.116 2.750 0.008 0.047 -0.056
C 3.200 0.392 1.465 -0.040 -0.021 0.111
C 4.530 0.830 1.523 0.033 -0.001 -0.051
C 5.279 0.995 0.370 -0.058 -0.009 0.013
C 4.707 0.670 -0.855 0.060 -0.097 0.195
C 3.393 0.229 -0.892 0.003 0.123 -0.262
C 2.571 0.141 0.236 0.003 -0.031 -0.013
H -0.631 0.852 2.010 -0.006 0.112 0.034
H 0.579 1.872 1.629 0.105 -0.005 0.048
H -0.583 0.190 4.176 0.000 -0.002 0.001
H 0.667 -0.827 6.055 0.002 0.000 -0.001
H 3.107 -1.238 5.815 0.001 0.001 -0.001
H 4.236 -0.671 3.703 0.000 -0.001 0.006
H 4.974 1.063 2.484 0.001 0.001 -0.001
H 6.296 1.365 0.429 0.001 -0.001 0.001
H 5.280 0.762 -1.772 0.005 -0.010 0.005
H 2.977 -0.022 -1.865 -0.017 0.023 -0.002
O -5.397 -0.084 2.034 -0.002 0.004 -0.019
C -5.268 -0.527 0.679 0.000 -0.006 0.011
C -3.829 -0.341 0.195 0.013 -0.012 0.000
C -3.761 -0.933 -1.217 -0.017 -0.048 -0.010
O -3.902 -2.349 -1.248 0.027 0.055 0.017
C -3.545 1.156 0.111 0.085 0.088 -0.009
Se -1.724 1.773 -0.337 -0.042 -0.074 0.048
C -2.893 -1.050 1.189 0.019 0.034 -0.036
Se -1.217 -1.757 0.452 0.011 -0.009 0.171
H -6.277 -0.317 2.339 -0.003 -0.008 0.004
H -5.941 0.050 0.031 -0.003 0.005 0.001
H -5.527 -1.587 0.595 -0.004 -0.005 0.003
H -2.821 -0.623 -1.679 0.016 -0.004 -0.012
H -4.581 -0.523 -1.814 -0.001 0.000 0.000
H -3.036 -2.692 -0.970 -0.025 -0.012 -0.007
H -3.807 1.619 1.061 -0.032 -0.014 0.005
H -4.186 1.594 -0.658 -0.038 -0.003 0.027
H -3.394 -1.928 1.597 -0.024 0.015 0.015
H -2.689 -0.384 2.028 -0.002 -0.001 0.003
```
Positions in Å, forces in eV/Å.

Its orbital gap (spin up / spin down) is 5.8 / 5.8 eV. The total charge is -1. For the total energy, the calculation gives -7143.0045 a.u.